Entry 1:
The following is a quantum chemistry calculation of the molecule C4H8N4 at a distorted geometry, from the Open Molecules 2025 dataset.

Each line ends with the Mulliken charge.
Element x y z (Å)
C 0.889 -1.174 -0.678  -0.353
N 1.059 -0.338 -1.955  -0.286
N 0.704 1.007 -1.791  -0.628
C -0.180 0.834 -0.797  0.433
N -1.092 1.733 -0.012  -0.374
N -0.997 1.117 1.452  -0.452
C -0.424 -0.360 1.370  -0.667
C -0.152 -0.553 -0.116  0.303
H 1.738 -0.954 0.111  0.214
H 0.988 -2.217 -1.123  0.186
H 2.186 -0.256 -2.108  0.277
H -0.379 2.426 0.161  0.377
H -2.045 0.986 1.769  0.297
H -1.466 -0.994 1.877  0.260
H 0.310 -0.160 2.113  0.285
H -1.140 -1.097 -0.270  0.128

The spin multiplicity is 1. As for the energy above the lowest of the compared OMol25 structures with the same formula, charge and spin: 613.32 kJ/mol. For the HOMO-LUMO gap, the calculation gives 9.1 eV. Its highest occupied orbital energy is -8.4 eV. Its structure (SMILES) is C1NN=C2NNC[C@H]12. The calculation puts the energy at -376.01486 Eh.

---

Entry 2:
The following is a quantum chemistry calculation of a cluster of 8 separate species, C22H60O8 in total at a distorted geometry, from the Open Molecules 2025 dataset.

Each line ends with the Mulliken charge.
Element x y z (Å)
C 9.650 -13.513 11.772  -1.288
C 9.392 -14.306 13.056  0.564
C 10.215 -13.792 14.227  -1.175
O 8.059 -13.989 13.488  -0.547
H 9.592 -12.432 11.906  0.316
H 8.879 -13.729 11.028  0.346
H 10.597 -13.671 11.253  0.301
H 9.481 -15.382 12.900  0.242
H 9.960 -12.775 14.523  0.424
H 11.274 -13.818 13.966  0.202
H 10.026 -14.421 15.098  0.305
H 7.496 -14.568 12.964  0.319
C 14.040 -17.222 12.219  -1.652
C 13.808 -16.439 13.472  1.008
C 12.775 -17.031 14.406  -1.061
O 15.010 -16.227 14.227  -0.280
H 14.841 -16.794 11.615  0.377
H 13.153 -17.144 11.585  0.194
H 14.160 -18.304 12.296  0.387
H 13.475 -15.412 13.295  0.275
H 13.090 -18.032 14.710  0.090
H 11.812 -17.222 13.929  0.289
H 12.649 -16.373 15.264  0.105
H 15.335 -15.333 14.059  -0.056
C 9.907 -20.254 12.065  -1.179
C 10.967 -21.278 12.369  0.910
C 11.518 -21.170 13.746  -0.929
O 10.536 -22.639 12.155  -0.594
H 9.397 -20.473 11.124  0.347
H 10.364 -19.282 11.883  0.145
H 9.096 -20.174 12.791  0.379
H 11.761 -21.007 11.667  -0.141
H 10.737 -21.128 14.507  0.304
H 12.203 -20.326 13.826  0.045
H 12.057 -22.099 13.937  0.381
H 11.320 -23.193 12.163  0.337
C 18.231 -13.372 12.597  -1.531
C 17.432 -14.121 13.626  0.904
C 17.728 -13.547 14.995  -1.374
O 16.056 -13.868 13.226  -0.568
H 17.967 -12.339 12.374  0.340
H 18.276 -13.891 11.636  0.409
H 19.301 -13.378 12.825  0.391
H 17.598 -15.196 13.591  0.048
H 18.675 -13.972 15.334  0.379
H 16.950 -13.778 15.722  0.296
H 17.925 -12.474 14.979  0.418
H 15.838 -12.939 13.338  0.288
C 17.805 -18.043 15.831  -0.752
C 16.537 -18.859 16.057  0.422
C 15.721 -18.257 17.217  -1.166
O 15.762 -18.776 14.818  -0.468
H 18.366 -17.854 16.747  0.400
H 17.605 -17.114 15.297  -0.167
H 18.482 -18.570 15.155  0.324
H 16.672 -19.927 16.220  0.307
H 16.228 -18.596 18.123  0.425
H 14.700 -18.619 17.353  0.345
H 15.550 -17.180 17.181  0.123
H 15.634 -17.824 14.682  0.317
C 13.401 -13.745 17.174  -1.247
C 14.074 -13.491 18.539  0.566
C 13.295 -12.581 19.459  -1.429
O 14.270 -14.776 19.170  -0.570
H 12.440 -14.212 17.403  0.418
H 13.962 -14.497 16.619  0.238
H 13.283 -12.844 16.573  0.418
H 15.095 -13.148 18.370  0.252
H 13.018 -11.660 18.941  0.352
H 13.799 -12.330 20.391  0.342
H 12.314 -12.989 19.709  0.327
H 13.553 -15.386 18.977  0.317
C 16.456 -20.549 9.953  -1.215
C 15.256 -19.759 9.433  0.794
O 15.264 -19.724 8.007  -0.569
H 16.398 -21.576 9.590  0.338
H 16.290 -20.513 11.031  0.300
H 17.452 -20.196 9.692  0.318
H 15.439 -18.763 9.849  0.014
H 14.320 -20.079 9.894  -0.260
H 14.591 -19.151 7.627  0.299
C 11.729 -18.622 9.126  -0.007
C 11.844 -17.479 8.055  -0.355
O 13.162 -17.554 7.576  -0.475
H 12.354 -19.498 8.963  0.214
H 10.714 -18.961 9.334  0.379
H 12.061 -18.155 10.054  -0.422
H 11.700 -16.507 8.529  0.267
H 11.084 -17.654 7.291  0.347
H 13.310 -16.841 6.949  0.244

The spin multiplicity is 1. As for the energy above the lowest of the compared OMol25 structures with the same formula, charge and spin: 143.13 kJ/mol. For the HOMO-LUMO gap, the calculation gives 9.7 eV. Its highest occupied orbital energy is -9.4 eV. Its structure (SMILES) is CC(C)O.CC(C)O.CC(C)O.CC(C)O.CC(C)O.CC(C)O.CCO.CCO. The calculation puts the energy at -1476.04327 Eh.

---

Entry 3:
The following is a quantum chemistry calculation of a cluster of 2 separate species, C3H11N2O in total at a distorted geometry, from the Open Molecules 2025 dataset.

Each line ends with the Mulliken charge.
Element x y z (Å)
C -0.852 0.375 -2.209  -1.095
C 0.637 0.605 -2.032  -0.095
N -0.047 0.461 1.706  -0.159
C 0.129 0.786 0.466  -0.076
N 1.069 0.532 -0.538  0.035
H -1.517 1.359 -2.352  0.313
H -1.074 -0.292 -1.378  0.433
H -1.036 -0.140 -3.271  0.371
H 0.998 1.586 -2.248  0.352
H 1.101 -0.230 -2.632  0.368
H -1.018 0.081 1.807  0.392
H 0.772 0.120 2.323  0.326
H -0.900 1.406 0.290  0.440
H 1.984 0.794 -0.503  0.344
H -0.118 -2.423 3.015  0.355
H -1.398 -2.735 2.005  0.373
O -0.554 -2.134 2.176  -0.677

The spin multiplicity is 2. Its expectation value of S² is 0.7701. As for the energy above the lowest of the compared OMol25 structures with the same formula, charge and spin: 454.84 kJ/mol. For the HOMO-LUMO gap (spin up / spin down), the calculation gives 8.9 / 4.8 eV. As for the charge: +2. Its highest occupied orbital energy (spin up / spin down) is -19.4 / -19.3 eV. The calculation puts the energy at -304.78029 Eh.

---

> What is the energy in the third record?

-304.78029 Eh

---

> Which formula does entry 3 have?

C3H11N2O

---

> What is the energy in the first record?

-376.01486 Eh

---

Repeat the first record exactly.
The following is a quantum chemistry calculation of the molecule C4H8N4 at a distorted geometry, from the Open Molecules 2025 dataset.

Each line ends with the Mulliken charge.
Element x y z (Å)
C 0.889 -1.174 -0.678  -0.353
N 1.059 -0.338 -1.955  -0.286
N 0.704 1.007 -1.791  -0.628
C -0.180 0.834 -0.797  0.433
N -1.092 1.733 -0.012  -0.374
N -0.997 1.117 1.452  -0.452
C -0.424 -0.360 1.370  -0.667
C -0.152 -0.553 -0.116  0.303
H 1.738 -0.954 0.111  0.214
H 0.988 -2.217 -1.123  0.186
H 2.186 -0.256 -2.108  0.277
H -0.379 2.426 0.161  0.377
H -2.045 0.986 1.769  0.297
H -1.466 -0.994 1.877  0.260
H 0.310 -0.160 2.113  0.285
H -1.140 -1.097 -0.270  0.128

The spin multiplicity is 1. As for the energy above the lowest of the compared OMol25 structures with the same formula, charge and spin: 613.32 kJ/mol. For the HOMO-LUMO gap, the calculation gives 9.1 eV. Its highest occupied orbital energy is -8.4 eV. Its structure (SMILES) is C1NN=C2NNC[C@H]12. The calculation puts the energy at -376.01486 Eh.